Entry from the OMol25 dataset: 9 unconnected molecules or ions with the total composition C44H113N7O14 at a distorted geometry (ωB97M-V/def2-TZVPD).

Geometry as XYZ:
```
178
Properties=species:S:1:pos:R:3:forces:R:3:lowdin_charge:R:1
C -11.96386 -5.35381 -24.36898 0.573 -0.048 -0.476 -0.09
O -12.94608 -5.97498 -23.57262 -0.255 -0.045 -0.029 -0.16
C -14.24577 -5.88550 -24.10839 -0.930 0.847 -1.004 -0.21
C -14.51549 -6.77709 -25.32651 -0.149 -1.083 0.502 -0.43
C -15.86698 -6.52842 -25.97469 -0.202 1.075 -0.883 -0.07
N -14.39583 -8.21706 -25.00254 0.152 0.335 1.764 0.04
H -12.07881 -4.26749 -24.41499 -0.139 0.057 0.121 0.08
H -11.94378 -5.73138 -25.39648 -0.275 -0.007 -0.069 0.08
H -10.97040 -5.58767 -23.98458 -0.144 0.098 0.441 0.08
H -14.98588 -6.00818 -23.31319 0.246 -0.784 0.170 0.13
H -14.55591 -4.88890 -24.46328 0.871 0.478 0.103 0.12
H -13.70331 -6.71294 -26.05560 -0.243 0.837 -0.196 0.12
H -15.98768 -7.25889 -26.77311 -0.239 -0.073 0.119 0.08
H -15.95238 -5.54017 -26.44422 0.646 -0.009 -0.230 0.07
H -16.77999 -6.45579 -25.37724 0.352 -0.852 0.678 0.08
H -14.95988 -8.33748 -24.15356 -0.610 -0.306 -0.390 0.08
H -13.49965 -8.21713 -24.50791 0.351 -0.476 -0.602 0.03
C -7.82734 -5.46385 -24.92712 0.072 -0.065 -1.839 -0.11
O -8.47146 -4.21807 -24.82830 -0.417 -1.027 0.825 -0.20
C -7.53508 -3.22756 -24.51873 -0.644 1.661 0.043 -0.20
C -8.33792 -2.14656 -23.71293 0.061 0.093 -2.205 -0.36
C -9.70348 -1.76967 -24.39539 0.148 -0.871 1.385 -0.04
N -7.61307 -0.84369 -23.65535 -0.497 -1.265 0.749 0.05
H -7.36634 -5.75106 -23.98241 0.314 -0.139 -0.238 0.08
H -7.17142 -5.34950 -25.80586 1.004 -0.268 0.668 0.10
H -8.45279 -6.26323 -25.33312 -0.773 0.224 0.773 0.07
H -6.63033 -3.54683 -23.98814 -0.376 -0.431 0.537 0.11
H -7.10354 -2.88051 -25.47106 -0.259 0.601 -0.005 0.11
H -8.57384 -2.55603 -22.73079 0.325 0.116 0.138 0.11
H -9.54025 -1.02484 -25.17072 -0.129 -0.281 -0.376 0.06
H -10.27057 -1.27910 -23.59594 -0.041 0.255 -0.078 0.06
H -10.33050 -2.62122 -24.66496 0.251 0.064 -0.472 0.06
H -8.36235 -0.32988 -23.19643 0.615 0.906 0.140 0.06
H -7.66152 -0.51962 -24.61752 0.376 0.444 0.037 0.03
C -4.20350 -1.79393 -25.67547 -0.245 -0.022 -0.486 -0.11
O -2.98731 -1.88625 -26.34991 1.275 0.295 0.026 -0.22
C -3.07441 -2.33317 -27.69808 -0.624 -0.856 1.089 -0.22
C -1.66554 -2.63167 -28.16277 -0.633 1.209 1.353 -0.22
N -0.92279 -1.38391 -28.15005 0.755 0.078 -1.195 -0.07
C 0.51600 -1.63487 -28.41641 -1.408 0.441 0.636 -0.19
C 1.32874 -0.35418 -28.34586 0.316 -1.206 -0.079 -0.23
O 2.00162 -0.29981 -27.08889 0.312 0.664 -1.047 -0.19
C 2.72090 0.92982 -27.01379 -0.601 -0.051 1.098 -0.12
H -4.64421 -2.79390 -25.56131 -0.175 0.084 0.038 0.08
H -4.86541 -1.15222 -26.27113 -0.353 -0.030 0.365 0.08
H -4.02360 -1.36049 -24.69306 -0.055 0.031 -0.074 0.10
H -3.65217 -1.60339 -28.27234 0.207 -0.055 -0.331 0.12
H -3.61171 -3.29018 -27.62682 -0.261 0.017 -0.552 0.12
H -1.70292 -3.13490 -29.12764 0.384 0.052 -0.023 0.13
H -1.26672 -3.24042 -27.34141 0.072 -0.738 -0.508 0.10
H -1.05272 -0.93589 -27.25130 0.058 -0.115 0.090 0.11
H 0.54583 -2.07664 -29.41175 0.287 -0.094 0.027 0.12
H 0.88104 -2.33539 -27.65745 0.440 -0.182 -0.240 0.12
H 0.66092 0.49231 -28.52562 0.147 0.220 0.137 0.12
H 2.08922 -0.41913 -29.13016 0.033 0.389 -0.107 0.12
H 3.33719 0.85040 -26.11934 -0.091 0.224 0.064 0.09
H 1.96334 1.71159 -26.90477 0.279 0.339 0.148 0.09
H 3.38018 1.22603 -27.83407 -0.147 -0.653 -0.424 0.08
C -7.28075 -2.37507 -20.12846 -1.681 -0.307 0.694 -0.09
O -8.68905 -2.66121 -20.13347 0.067 0.499 0.000 -0.24
C -9.32106 -2.19924 -18.92261 0.860 -2.340 -0.606 -0.21
C -10.76507 -2.62486 -19.01444 -1.486 2.040 0.660 -0.19
N -11.39329 -1.66536 -19.93558 1.076 0.542 -0.409 -0.08
C -12.82109 -1.69405 -20.13639 0.518 -1.325 0.011 -0.21
C -13.27138 -0.99647 -21.38891 -0.138 0.690 -0.938 -0.24
O -14.62007 -0.59578 -21.34659 -0.716 -0.212 0.368 -0.20
C -14.86124 0.65479 -20.72650 -0.161 -0.418 -0.574 -0.10
H -6.89059 -2.78541 -19.19149 0.260 0.308 -0.035 0.08
H -7.18770 -1.28857 -20.14802 0.648 -0.026 -0.327 0.10
H -6.85811 -2.93762 -20.95587 0.127 0.530 -0.238 0.07
H -9.15501 -1.13232 -18.78022 -0.376 0.112 -0.004 0.13
H -8.82737 -2.76874 -18.12561 -0.037 0.264 0.345 0.12
H -11.22661 -2.43817 -18.03656 0.111 0.082 0.119 0.12
H -11.02575 -3.67160 -19.19730 0.736 -0.201 -0.462 0.12
H -10.88858 -1.74707 -20.81211 -0.184 0.066 -0.125 0.10
H -13.31612 -1.23908 -19.27564 -0.150 -0.395 0.062 0.12
H -13.04676 -2.75761 -20.30817 -0.981 0.086 0.665 0.12
H -13.26034 -1.67260 -22.24741 0.415 -0.063 0.084 0.11
H -12.64775 -0.12401 -21.63603 0.185 -0.061 0.149 0.12
H -14.45737 0.69280 -19.71304 0.288 0.289 -0.097 0.08
H -15.94004 0.78850 -20.65306 -0.013 -0.147 -0.025 0.09
H -14.48843 1.41389 -21.42017 0.263 0.403 0.530 0.09
C -11.05652 -7.61078 -27.68244 1.427 -0.628 1.590 -0.08
O -11.51729 -8.34829 -26.56134 -0.525 1.463 0.070 -0.23
C -10.80469 -9.48388 -26.16272 -0.595 -0.325 -1.192 -0.24
C -11.07497 -9.62987 -24.68779 1.241 -1.165 -0.330 -0.21
N -10.28975 -8.53106 -24.03924 -0.728 -1.806 -0.396 -0.01
C -10.34792 -8.85108 -22.60769 -0.905 1.232 0.212 -0.21
C -9.36045 -8.11456 -21.74879 0.668 0.630 0.456 -0.22
O -9.66707 -6.72534 -21.63878 0.191 -0.534 -0.481 -0.20
C -8.60289 -5.91394 -21.13706 -1.486 -0.006 -0.413 -0.08
H -11.59126 -6.66516 -27.71255 -0.459 -0.314 -0.523 0.08
H -11.03124 -8.25739 -28.56241 -0.288 0.476 -0.337 0.09
H -10.03139 -7.33721 -27.39326 0.214 0.115 -0.675 0.08
H -9.70698 -9.50377 -26.23776 0.069 1.078 -0.057 0.11
H -11.05648 -10.22892 -26.93512 -0.493 -0.802 0.917 0.13
H -10.69648 -10.63586 -24.46864 0.457 0.225 0.516 0.12
H -12.09290 -9.67202 -24.29425 -0.307 0.253 -0.674 0.11
H -10.91506 -7.77565 -24.31105 0.515 0.640 0.736 0.07
H -10.20998 -9.92431 -22.48694 0.166 0.017 0.066 0.12
H -11.35929 -8.59365 -22.26307 0.005 -0.251 0.390 0.13
H -8.35192 -8.26412 -22.15305 0.087 0.146 -0.144 0.11
H -9.34075 -8.49016 -20.72048 -0.120 -0.468 -0.030 0.12
H -8.19872 -6.28207 -20.19256 0.133 -0.140 -0.001 0.09
H -9.13705 -4.97934 -20.97000 0.607 0.279 0.166 0.08
H -7.83632 -5.78249 -21.90133 0.278 -0.045 0.126 0.07
C -13.16654 -0.94395 -25.07720 1.796 -0.115 -0.217 -0.10
O -12.77885 -0.95760 -26.45060 -0.382 0.121 0.262 -0.19
C -12.70153 0.33260 -27.03218 0.512 -0.028 -0.706 -0.20
C -11.37099 1.09942 -26.84634 -0.891 -0.410 1.849 -0.22
N -10.21115 0.50096 -27.45407 1.042 0.229 -0.545 -0.07
C -9.96282 0.82783 -28.87822 -0.382 0.397 -0.044 -0.16
C -8.48673 0.98082 -29.31111 -1.287 -0.132 0.584 -0.20
O -7.87793 -0.30945 -29.39393 0.353 1.198 0.379 -0.17
C -7.00323 -0.55753 -28.29561 -0.558 -0.768 -0.008 -0.11
H -13.97937 -0.25296 -24.85438 -0.158 -0.122 -0.072 0.09
H -12.24897 -0.66994 -24.54477 -0.382 0.355 0.552 0.06
H -13.35041 -1.97057 -24.76613 -0.480 0.025 -0.198 0.08
H -13.52246 0.95421 -26.66455 -0.161 0.040 -0.238 0.12
H -12.78071 0.09199 -28.09481 -0.407 0.463 -0.112 0.12
H -11.21553 1.18399 -25.75971 0.234 -0.586 0.135 0.10
H -11.49523 2.17417 -27.00105 0.075 -0.112 -1.099 0.12
H -10.21253 -0.50105 -27.31054 -0.095 -0.025 0.079 0.11
H -10.47098 1.78740 -29.00407 0.130 0.082 -0.371 0.12
H -10.44872 0.10899 -29.54184 -0.013 -0.043 -0.072 0.12
H -8.05829 1.70786 -28.61540 0.658 -0.581 0.335 0.10
H -8.42655 1.51581 -30.26063 -0.189 -0.506 -0.372 0.12
H -7.56134 -0.80136 -27.38713 -0.138 0.219 0.085 0.06
H -6.37621 0.30265 -28.07087 0.276 -0.126 -0.126 0.08
H -6.46833 -1.47681 -28.53777 0.386 0.291 -0.152 0.08
C -6.61850 -8.63669 -25.50733 -0.591 0.778 1.583 -0.11
O -5.34392 -8.04669 -25.36996 0.836 -0.293 -1.461 -0.19
C -4.43257 -8.74444 -24.56038 -0.263 0.055 1.760 -0.23
C -3.03524 -8.14240 -24.59945 0.223 -0.865 -0.304 -0.22
N -3.07881 -6.70740 -24.46751 -0.250 -0.053 0.239 -0.04
C -1.81430 -6.00647 -24.62597 -0.714 1.399 -1.481 -0.19
C -1.42215 -5.79001 -26.09855 0.343 -1.206 -0.750 -0.22
O -1.16786 -6.99509 -26.79083 0.569 -0.870 0.000 -0.21
C -0.06233 -7.72773 -26.28593 -0.158 0.292 0.072 -0.12
H -7.13065 -8.29528 -26.40477 0.427 -0.197 -0.302 0.08
H -7.20860 -8.22188 -24.67880 -0.347 -0.307 -0.008 0.06
H -6.64843 -9.71935 -25.37210 0.311 -0.085 -0.426 0.09
H -4.36829 -9.82284 -24.73796 -0.116 0.017 -0.578 0.12
H -4.80836 -8.67324 -23.52836 0.014 0.049 0.169 0.12
H -2.54270 -8.54932 -25.49208 -0.031 0.526 -0.302 0.11
H -2.43470 -8.55545 -23.78020 -0.293 -0.081 0.194 0.12
H -3.81881 -6.39404 -25.08649 0.263 0.449 -0.045 0.11
H -1.06205 -6.46531 -23.98955 0.157 0.096 -0.100 0.12
H -1.93223 -4.93996 -24.39376 -0.155 -0.203 1.044 0.11
H -0.56313 -5.13292 -26.30150 -0.015 0.171 0.720 0.11
H -2.25111 -5.39387 -26.69553 -0.178 0.322 0.595 0.12
H 0.82577 -7.10119 -26.14918 0.113 0.109 -0.496 0.09
H 0.10294 -8.53978 -26.98839 0.243 0.025 0.026 0.09
H -0.21079 -8.14537 -25.28598 -0.463 -0.171 -0.009 0.07
C -4.00919 -4.33663 -21.86285 1.260 0.527 -0.186 -0.07
C -3.65680 -4.69098 -20.39638 -1.727 -0.988 -0.786 -0.43
C -5.00157 -4.87119 -19.66500 -1.032 0.584 -1.093 -0.05
O -3.01996 -5.96775 -20.42586 0.674 0.146 0.198 -0.06
H -4.41820 -5.17347 -22.43457 -0.507 -0.077 0.425 0.07
H -3.07946 -4.15117 -22.41121 0.121 0.160 0.150 0.07
H -4.60294 -3.43255 -21.99832 -0.228 -0.097 0.204 0.07
H -2.98527 -3.94772 -19.97087 0.001 -0.085 0.169 0.13
H -5.11441 -5.13708 -18.61656 0.742 0.034 0.081 0.08
H -5.55153 -5.61668 -20.25064 0.270 -0.461 0.199 0.07
H -5.65957 -4.02023 -19.87841 0.691 0.002 0.524 0.02
H -3.23149 -6.35468 -21.28143 0.101 -0.137 0.025 0.06
C -8.80391 3.03732 -24.62311 0.362 1.621 0.476 -0.05
C -7.85742 2.77888 -25.77188 0.593 -1.632 0.285 -0.48
C -6.38259 3.16249 -25.55700 -1.214 -0.166 0.157 -0.04
O -7.83568 1.36123 -26.04732 -0.531 0.453 -0.253 -0.13
H -9.87332 2.96853 -24.82243 0.081 -0.255 -0.369 0.06
H -8.61900 4.08603 -24.35492 -0.306 0.055 0.190 0.08
H -8.58429 2.47774 -23.71386 0.223 -0.331 -0.250 0.08
H -8.13411 3.33237 -26.67645 -0.462 -0.074 0.001 0.13
H -5.88348 2.57666 -26.32666 0.462 0.558 -0.117 0.07
H -5.97105 2.87207 -24.59110 -0.190 -0.019 0.096 0.08
H -6.35919 4.24549 -25.67572 0.684 -0.037 -0.120 0.08
H -8.71515 1.13327 -26.42982 0.283 -0.196 -0.016 0.03
```
Forces are in eV/Å.

Computed properties:
energy above the lowest of the compared OMol25 structures with the same formula, charge and spin	317.70	kJ/mol
strongest force on any atom	2.609	eV/Å
E_LUMO	0.582	eV
HOMO-LUMO gap	9.05	eV
molar mass	964.42	g mol⁻¹
calculated total energy	-86544.6786	eV
SMILES string	COC[C@H](C)N.COC[C@H](C)N.COCCNCCOC.COCCNCCOC.COCCNCCOC.COCCNCCOC.COCCNCCOC.CC(C)O.CC(C)O